C51H63BBr2O4 | the ωB97M-V functional and the def2-TZVPD basis

Atoms and positions in Å:
C: 3.07708 0.68420 3.98480
C: 1.90514 0.02234 3.21994
C: 1.09442 -0.90096 4.14833
C: 0.52759 -2.15031 3.46318
C: 1.60993 -3.09366 2.93257
C: 2.14001 -4.07152 4.00808
C: 1.91261 -5.55738 3.63858
C: 3.20275 -6.24573 3.20041
C: 3.74039 -5.75760 1.84817
C: 2.91888 -6.24700 0.64377
C: 3.57689 -7.38313 -0.15583
C: 5.02893 -7.11888 -0.58365
C: 5.21094 -6.77895 -2.08009
C: 6.49210 -5.95140 -2.27853
C: 6.56488 -5.21525 -3.62315
C: 5.54155 -4.09018 -3.79257
C: 5.88280 -2.80969 -3.01308
C: 4.67128 -2.05541 -2.41909
C: 3.83578 -2.82832 -1.40099
C: 2.62453 -2.01599 -0.88708
B: 1.55354 -1.58731 -1.96981
C: 0.71832 -2.63588 -2.83349
Br: 1.78226 -3.35097 -4.30597
C: -0.56487 -2.10262 -3.50995
C: -0.40956 -0.75475 -4.22137
Br: -2.07295 -2.07472 -2.27957
H: 2.83748 0.74525 5.04640
H: 3.24953 1.70007 3.62161
H: 4.00994 0.13162 3.85320
H: 1.27954 0.84359 2.85814
H: 2.28985 -0.50481 2.34766
H: 0.29023 -0.30738 4.58890
H: 1.74828 -1.23532 4.96033
H: -0.13327 -2.67654 4.15902
H: -0.11619 -1.82744 2.63391
H: 1.17639 -3.64864 2.09518
H: 2.45017 -2.52472 2.53077
H: 3.21184 -3.92226 4.16612
H: 1.65787 -3.85841 4.96677
H: 1.10298 -5.66997 2.91348
H: 1.57108 -6.06825 4.54750
H: 3.96171 -5.98339 3.94895
H: 3.12683 -7.33888 3.24518
H: 3.69234 -4.66197 1.87530
H: 4.79375 -6.02688 1.79134
H: 1.97863 -6.64653 1.04433
H: 2.61338 -5.42635 -0.01440
H: 2.99552 -7.50468 -1.07872
H: 3.46492 -8.33535 0.37177
H: 5.51357 -6.34307 0.00499
H: 5.59711 -8.03929 -0.40659
H: 4.33577 -6.25976 -2.47539
H: 5.36340 -7.71673 -2.62200
H: 6.61807 -5.22219 -1.47305
H: 7.34022 -6.64317 -2.23512
H: 6.42332 -5.95866 -4.41480
H: 7.57845 -4.81520 -3.74808
H: 5.52731 -3.83760 -4.85763
H: 4.55241 -4.45872 -3.53860
H: 6.62768 -2.98862 -2.23112
H: 6.32505 -2.10638 -3.72714
H: 5.09599 -1.19898 -1.87911
H: 4.07543 -1.64019 -3.23519
H: 3.51541 -3.81353 -1.75209
H: 4.49106 -3.02642 -0.54276
H: 2.07387 -2.63745 -0.16417
H: 2.95298 -1.13190 -0.33633
H: 1.32129 -0.42264 -2.08757
H: 0.40776 -3.44786 -2.16917
H: -0.82116 -2.83503 -4.27624
H: -0.68999 0.07282 -3.56766
H: 0.61344 -0.63080 -4.57861
H: -1.05653 -0.75387 -5.10284
O: -7.04813 2.12722 1.67492
C: -6.03115 2.70669 1.99365
C: -6.06917 3.83907 2.96234
C: -7.28432 4.21497 3.51836
C: -7.33179 5.24324 4.44304
C: -6.16510 5.90099 4.81803
C: -4.95340 5.54024 4.25628
C: -4.90058 4.51237 3.32382
C: -3.59103 4.14911 2.71519
O: -2.58453 4.77489 2.98645
C: -3.54924 3.00486 1.76586
C: -2.33414 2.63211 1.20856
C: -2.27258 1.55527 0.34122
C: -3.42596 0.84756 0.02562
C: -4.64291 1.22493 0.56663
C: -4.71118 2.30518 1.43476
H: -8.18745 3.69837 3.22652
H: -8.27923 5.53250 4.87741
H: -6.20354 6.69748 5.54884
H: -4.04465 6.05153 4.54026
H: -1.44014 3.18562 1.45866
H: -1.32426 1.26429 -0.09110
H: -3.37380 0.00532 -0.64978
H: -5.54334 0.68162 0.31806
O: -4.69151 5.06047 -0.95733
C: -4.53198 6.10638 -1.55083
C: -5.25220 6.38617 -2.82383
C: -6.13604 5.43960 -3.32483
C: -6.83849 5.70011 -4.48789
C: -6.66248 6.90779 -5.15535
C: -5.77228 7.84845 -4.66823
C: -5.06007 7.59061 -3.50454
C: -4.09252 8.60799 -3.00243
O: -3.88801 9.63086 -3.62198
C: -3.38846 8.33528 -1.71798
C: -2.50820 9.28212 -1.21114
C: -1.86848 9.05389 -0.00512
C: -2.10457 7.87881 0.70156
C: -2.97123 6.92748 0.19553
C: -3.61320 7.14889 -1.01621
H: -6.27268 4.50496 -2.79948
H: -7.52931 4.96346 -4.87521
H: -7.22103 7.11326 -6.05851
H: -5.62841 8.78596 -5.18598
H: -2.33030 10.19496 -1.76142
H: -1.18528 9.79399 0.38916
H: -1.61000 7.70406 1.64767
H: -3.15167 6.01259 0.74075

Values from the calculation:
- M: 910.7 g/mol
- Frontier orbital gap: 8.77 eV
- LUMO energy: -0.89 eV
- SMILES: CCCCCCCCCCCCCCCCCCCCB[C@H](Br)[C@H](C)Br.O=C1c2ccccc2C(=O)c2ccccc21.O=C1c2ccccc2C(=O)c2ccccc21
- Spin multiplicity: 1
- HOMO: -9.7 eV
- Largest force on an atom: 1.3 eV/Å

Atom charges from the Mulliken analysis, given in e for atoms 1 to 8: atom 1 (C): -1.381, atom 2 (C): 0.750, atom 3 (C): -0.925, atom 4 (C): -1.346, atom 5 (C): 0.275, atom 6 (C): -0.999, atom 7 (C): -0.764, atom 8 (C): -1.332



H37O19 | the ωB97M-V functional and the def2-TZVPD basis

Atoms and positions in Å:
O: -1.36537 -0.65578 -4.30915
H: -1.92315 -0.63945 -3.47658
H: -0.97053 -1.46358 -4.05036
O: 1.10382 1.29875 -3.98723
H: 0.23654 0.89541 -4.23498
H: 0.91955 1.43158 -3.01059
O: -2.27207 -2.68582 0.41149
H: -2.06854 -3.57564 0.21994
H: -2.22097 -2.59325 1.39748
O: 2.07321 2.40853 0.79714
H: 1.52862 1.92103 0.09323
H: 2.23901 1.79269 1.64886
O: 0.79956 -3.93973 0.39834
H: 1.71095 -3.53124 0.57984
H: 0.30819 -3.45857 -0.21985
O: 0.56456 1.52154 -1.42472
H: 0.39910 0.65682 -0.90346
H: -0.30659 1.98124 -1.40952
O: -1.98904 1.13545 4.42414
H: -1.19613 1.38226 3.96447
H: -2.73015 1.38982 3.90213
O: 0.48547 -0.87783 -0.14884
H: -0.47313 -0.89488 0.27023
O: -2.68586 1.67324 0.99857
H: -1.76296 1.37789 1.52457
H: -3.02397 0.77784 1.12433
O: -0.38900 4.00532 1.82072
H: -0.86236 3.18492 1.87253
H: 0.30211 3.50265 1.40448
O: -2.11868 -2.12481 3.02766
H: -1.48337 -2.79639 3.21145
H: -2.03156 -1.39844 3.56753
O: -3.91356 -0.96713 -0.70557
H: -3.76106 -1.70377 -0.15529
H: -3.46186 -0.94048 -1.49462
O: 1.64587 -0.05926 2.12770
H: 2.01637 -0.40356 2.95132
H: 0.95442 -0.84469 0.73453
O: -0.36356 1.33072 2.17232
H: 0.74961 0.34415 2.39968
H: -0.10683 1.17900 1.28615
O: 3.52032 -0.95672 -3.41534
H: 3.46129 -0.65477 -2.46403
H: 2.97524 -0.32796 -3.92824
O: -1.18380 -2.43849 -2.31506
H: -1.45847 -2.22679 -1.44490
H: -0.18331 -2.51573 -2.23317
O: 4.31224 1.15270 -0.32035
H: 3.48429 1.60274 -0.10685
H: 4.52562 1.24927 -1.32796
O: 3.61957 -1.43458 -0.16064
H: 3.93437 -0.57316 -0.30223
H: 3.22832 -1.32151 0.75031
O: -1.65895 2.92445 -0.92268
H: -0.93367 3.37131 -0.47588
H: -2.19975 2.51269 -0.13309

Values from the calculation:
- M: 341.3 g/mol
- Frontier orbital gap: 9.37 eV
- LUMO energy: 1.86 eV
- Spin multiplicity: 1
- Total charge: -1
- HOMO: -7.5 eV
- Largest force on an atom: 4.2 eV/Å

Atom charges from the Mulliken analysis, given in e for atoms 1 to 8: atom 1 (O): -0.667, atom 2 (H): 0.332, atom 3 (H): 0.358, atom 4 (O): -0.735, atom 5 (H): 0.347, atom 6 (H): 0.471, atom 7 (O): -0.617, atom 8 (H): 0.273



C11H8F3N3O4S2SbScSe4 | the ωB97M-V functional and the def2-TZVPD basis

Atoms and positions in Å:
Sc: -1.12148 2.07284 -0.24399
Se: 1.01093 6.74642 0.62791
Sb: 0.89298 4.67841 -0.58209
Se: 0.95528 2.69114 1.03073
Se: -1.48241 4.30312 -1.42591
Se: 2.50005 4.17509 -2.30194
F: -5.11772 -0.21924 -0.40406
C: -4.70803 1.03169 -0.14134
F: -4.11610 1.50046 -1.25049
F: -5.82094 1.77669 0.05801
C: -3.79179 1.09765 1.11923
O: -4.11582 0.40153 2.05840
O: -2.83005 1.93736 1.02670
N: 4.92916 -1.85501 0.00818
C: 3.63125 -1.50709 -0.39928
C: 2.60492 -2.45254 -0.35854
C: 1.33415 -2.11693 -0.78491
C: 1.07711 -0.82768 -1.23514
C: 2.09654 0.11330 -1.30724
C: 3.37015 -0.23381 -0.89538
S: -0.55952 -0.39740 -1.73584
O: -0.47868 1.02224 -2.14409
O: -0.97078 -1.36389 -2.71642
N: -1.50049 -0.29484 -0.46834
C: -1.31178 -1.09537 0.64151
S: -2.03747 -2.68043 0.83224
C: -1.34178 -2.78209 2.40591
C: -0.66457 -1.64077 2.67876
N: -0.65176 -0.70506 1.68169
H: 4.95556 -2.56219 0.72559
H: 5.48776 -1.05636 0.26679
H: 2.81224 -3.45313 0.00544
H: 0.53542 -2.84714 -0.76109
H: 1.91391 1.10456 -1.70050
H: 4.16055 0.50612 -0.94762
H: -1.49362 -3.64590 3.03215
H: -0.15317 -1.42176 3.60496

Values from the calculation:
- M: 849.9 g/mol
- Frontier orbital gap: 5.81 eV
- LUMO energy: 3.89 eV
- Spin multiplicity: 1
- Total charge: -2
- HOMO: -1.9 eV
- Largest force on an atom: 1.2 eV/Å

Atom charges from the Mulliken analysis, given in e for atoms 1 to 8: atom 1 (Sc): 1.014, atom 2 (Se): -0.730, atom 3 (Sb): 0.668, atom 4 (Se): -0.557, atom 5 (Se): -0.574, atom 6 (Se): -0.742, atom 7 (F): -0.278, atom 8 (C): 0.916



C5H5NO | the ωB97M-V functional and the def2-TZVPD basis

Atoms and positions in Å:
N: 1.53203 2.07251 -1.28802
C: 1.18253 1.02752 -0.93525
C: 0.77334 -0.33162 -0.53425
O: 1.22462 -0.60028 0.85922
C: 0.29582 -0.38543 1.76738
C: -0.88100 0.17331 0.99540
C: -0.71392 -0.54118 -0.34399
H: 1.27838 -1.04300 -1.18695
H: -0.81202 -1.61558 -0.13668
H: -1.86320 0.10082 1.46310
H: -0.61992 1.24584 0.93808
H: -1.37964 -0.29621 -1.16960

Values from the calculation:
- M: 95.1 g/mol
- Frontier orbital gap: 9.60 eV
- LUMO energy: 0.52 eV
- Spin multiplicity: 1
- HOMO: -9.1 eV
- Largest force on an atom: 1.2 eV/Å

Atom charges from the Mulliken analysis, given in e for atoms 1 to 8: atom 1 (N): -0.399, atom 2 (C): -0.019, atom 3 (C): 0.271, atom 4 (O): -0.166, atom 5 (C): -0.263, atom 6 (C): -0.460, atom 7 (C): -0.579, atom 8 (H): 0.330



C22H33N2STc | the ωB97M-V functional and the def2-TZVPD basis

Atoms and positions in Å:
C: -2.09246 1.21164 0.43398
C: -1.45698 1.53937 -0.81750
C: -0.13568 2.00197 -0.55029
C: 0.07115 1.96045 0.87096
C: -1.14789 1.48793 1.50093
Tc: -0.46536 -0.27099 0.59197
C: 2.48695 -1.15325 -0.14303
C: 1.31899 -1.41263 0.84189
H: 1.18309 -2.50491 0.95525
C: 1.00220 -0.61099 1.99743
H: 1.70589 0.16081 2.31781
H: 0.55800 -1.12146 2.86328
C: 3.39572 -2.39167 -0.13233
H: 2.86526 -3.26706 -0.51809
H: 4.28064 -2.22513 -0.75552
H: 3.71650 -2.60684 0.89239
C: 3.36725 0.02118 0.27997
H: 2.83537 0.97749 0.25764
H: 3.74716 -0.13715 1.29662
H: 4.23181 0.10912 -0.38881
C: -2.11536 1.45744 -2.14360
H: -2.69027 0.52660 -2.23065
H: -2.80797 2.29952 -2.29262
H: -1.37656 1.47310 -2.95150
C: 0.85032 2.45404 -1.56449
H: 0.78645 1.84321 -2.47173
H: 0.67339 3.49995 -1.85293
H: 1.88048 2.37503 -1.19901
C: 1.18825 2.63198 1.59494
H: 2.07538 2.73377 0.96454
H: 0.88257 3.64546 1.89568
H: 1.47436 2.09358 2.50097
C: -1.47005 1.52104 2.95693
H: -0.56079 1.45401 3.55953
H: -1.99748 2.44572 3.22745
H: -2.11369 0.67887 3.22875
C: -3.53745 0.89944 0.60700
H: -3.73099 0.45048 1.58522
H: -4.14548 1.81151 0.51488
H: -3.86277 0.20395 -0.17276
C: 0.67765 -1.30333 -1.96906
C: 1.98177 -0.96867 -1.59724
C: 0.17596 -0.94492 -3.22795
C: 2.85919 -0.52063 -2.59154
H: 0.04209 -1.89574 -1.28917
C: 1.03845 -0.43496 -4.19697
H: -0.88460 -1.08313 -3.43064
C: 2.38806 -0.25211 -3.87764
H: 3.92567 -0.41020 -2.36796
H: 0.66491 -0.21136 -5.19984
H: 3.09140 0.05360 -4.65197
N: -3.06350 -2.11853 3.17612
C: -3.03426 -2.35646 1.86006
N: -4.14458 -2.86031 1.28983
S: -1.57506 -2.25932 0.94539
H: -3.81809 -2.47838 3.75364
H: -2.21993 -1.80524 3.63802
H: -4.09726 -3.15451 0.32270
H: -4.87777 -3.26240 1.86304

Values from the calculation:
- M: 455.6 g/mol
- Frontier orbital gap (alpha / beta): 6.47 / 7.06 eV
- LUMO energy (alpha / beta): -2.97 / -3.72 eV
- Spin multiplicity: 4
- Total charge: +1
- HOMO (alpha / beta): -9.4 / -10.8 eV
- Largest force on an atom: 2.1 eV/Å

Atom charges from the Mulliken analysis, given in e for atoms 1 to 8: atom 1 (C): -0.261, atom 2 (C): 1.085, atom 3 (C): 1.234, atom 4 (C): 0.132, atom 5 (C): 1.234, atom 6 (Tc): 0.009, atom 7 (C): 2.392, atom 8 (C): -0.984